(1)
ORCA calculation (wB97M-V/def2-TZVPD) on 3 unconnected molecules or ions with the total composition C4H14NO2 at a distorted geometry.

```
21
Properties=species:S:1:pos:R:3
H -0.4905 -0.3040 2.4591
C 0.1985 -0.6124 0.3985
C 0.4216 -0.1954 1.8666
H 1.5673 1.7913 -1.0758
H 1.8965 -0.2331 -2.3877
H 2.2774 -0.9568 0.0122
H 2.7805 1.3762 0.2944
H 0.7033 0.8601 1.8735
C 1.5559 -0.2743 -0.4350
H 0.1320 -1.6917 0.2693
O -4.1322 -0.3452 -0.0028
O 1.2885 -0.6483 -1.7663
H -1.8300 -0.4793 -0.2055
H 1.2318 -0.7743 2.3049
H -4.9272 -0.2823 -0.5410
H -4.4375 -0.3481 0.9102
N -0.9086 -0.0540 -0.2209
H 3.7228 4.7119 1.4125
H 4.0548 4.0655 1.5509
H -0.8936 0.9376 -0.3900
C 1.9583 1.0713 -0.3532
```

Calculated values
LUMO = -7.279 eV
energy relative to the best compared isomer or geometry (same formula, charge and spin) = 533.2 kJ/mol
HOMO-LUMO gap = 0.233 hartree
net charge = +1
max |F| = 0.03651 hartree/bohr

(2)
ORCA calculation (wB97M-V/def2-TZVPD) on a molecular structure, C43H36BrCdN12O3S.

```
97
Properties=species:S:1:pos:R:3
H 5.0444 -0.8765 5.0239
N 2.0149 1.7690 3.5884
N -2.7893 -1.7070 4.3236
C 4.8203 2.0364 0.0292
S 1.6890 -0.8833 3.0824
C 3.1538 -2.8093 0.8026
C 5.0249 2.6007 3.4566
H 6.2485 3.6146 0.2972
N -1.4973 -0.5364 2.1691
H 5.2022 -0.6210 1.9778
C 4.4685 4.3336 -0.6632
H -3.1440 -3.3055 3.0541
C 2.7510 0.5009 -0.4417
C 4.5922 -0.7612 4.0326
C -2.0882 -1.7176 2.0596
H 2.5654 4.7781 -1.6054
H -7.3848 2.8313 -0.8186
C 5.2686 3.3492 -0.0827
H 5.4256 1.2616 0.4816
C -4.7431 4.8611 -0.3237
H 1.6992 3.8170 4.9170
C 2.6431 -4.0832 0.7580
C -2.7086 -2.3180 3.1472
H 3.9168 -2.5188 1.5125
H -3.9398 1.1529 -4.0341
C 1.1727 2.2832 2.7071
N -1.3215 -1.8141 -0.2863
H -0.5912 3.7089 1.3373
C 0.4910 5.5618 4.5442
H -1.0426 1.0212 3.4342
H 4.2177 2.9141 2.7962
N 3.2689 -0.5848 -0.0141
N 1.4989 0.7585 -0.9698
Cd -0.3352 0.2827 0.1282
C -6.3641 3.1364 -0.6188
H -1.1955 -2.4793 -2.3088
N 1.7152 -2.1126 -0.9804
C -1.5484 0.0687 3.3459
C -2.2211 -0.5054 4.4110
C -5.3748 2.1844 -0.4202
H -5.5889 1.1243 -0.4593
C 0.9958 4.3015 4.2532
H -1.5223 5.9732 1.8575
H 0.8034 6.0764 5.4455
H 0.5069 -3.5671 -1.7922
C -3.7424 3.9262 -0.1245
C 1.6641 -4.3845 -0.1910
C -0.8108 5.5035 2.5250
C -2.1176 0.6255 -3.0393
H -0.8002 7.1540 3.9005
N -2.7881 -3.3734 0.3767
Br -4.3150 6.7167 -0.2720
N 3.8130 0.4641 4.0232
H 5.4565 3.4909 3.9239
O -1.8112 1.9517 0.2379
H 6.4353 -0.0369 3.1142
C 2.5200 0.5251 3.5632
N 0.5898 2.7588 -2.0190
H -6.8185 5.2430 -0.7062
C 3.5562 1.7524 -0.4451
H 5.2882 1.3229 5.1797
H 2.9987 -4.8415 1.4456
O 0.8616 1.8374 1.5857
H -3.3688 3.6024 -3.9730
C -3.0120 1.5077 -3.6050
C 4.4777 1.6639 4.5293
C -0.4120 6.1664 3.6785
C -2.6863 2.8618 -3.5733
H 3.8973 -1.5823 3.8866
H 1.2386 -5.3759 -0.2771
H 4.8372 5.3510 -0.7243
C -2.0659 -2.3348 0.7250
C 0.6068 3.6376 3.0930
C -0.3017 4.2452 2.2318
N -2.4736 -3.5098 -0.9301
C -6.0552 4.4899 -0.5662
H -2.7157 4.2190 0.0453
C 1.4814 2.0734 -1.3811
C -0.6188 2.2748 -2.4871
H -2.2925 0.0046 5.3628
C 2.7697 2.7239 -1.0253
C 1.2538 -3.3656 -1.0263
N -0.9515 0.9721 -2.4807
C -1.4893 3.2436 -3.0197
C 3.2016 4.0283 -1.1520
H 3.7625 2.2137 5.1384
C -4.0659 2.5751 -0.1671
H 6.1551 -1.7731 2.9310
O -3.3387 0.3291 0.0171
C 2.6713 -1.8314 -0.0893
H -1.1811 4.2789 -2.9658
H -2.8988 -4.2382 -1.4735
H 5.7980 2.1190 2.8546
C 5.6664 -0.7953 2.9505
C -1.6032 -2.5689 -1.3139
C -2.9990 1.5187 0.0565
H -2.3622 -0.4306 -3.0137
```

Calculated values
LUMO = 2.240 eV
energy relative to the best compared isomer or geometry (same formula, charge and spin) = 75.6 kJ/mol
HOMO-LUMO gap = 0.256 hartree
net charge = -1
max |F| = 0.01083 hartree/bohr

(3)
ORCA calculation (wB97M-V/def2-TZVPD) on a molecular structure, C9H10B3Cl2O8P at a distorted geometry.

```
33
Properties=species:S:1:pos:R:3
H 5.2335 -0.0242 -3.5997
Cl -4.6249 -2.4506 1.6827
B -0.7933 1.4422 1.2115
B 0.8836 0.0092 1.7819
P -2.2331 2.6989 1.4307
O 0.1055 -1.1373 1.4337
H 0.8151 1.1118 -1.6562
H -1.2872 -2.2571 3.1290
O 0.7720 -0.7786 -3.2684
C 4.1897 1.3770 -2.3680
Cl -3.5388 -0.3669 -0.2534
C 1.8020 0.9244 -2.0711
C -2.2914 -1.5619 0.3299
H -2.7478 2.9188 0.1144
H -3.3129 2.0450 2.1132
C -2.7836 -2.4424 1.5678
H -2.4177 -0.8221 3.0439
H -2.5128 -3.4848 1.3891
C 3.1924 -0.6227 -3.5819
B -0.9716 -0.7046 0.6537
O 3.2342 -1.6463 -4.3197
H 2.0619 -0.0755 1.8643
O 5.2170 2.0421 -2.2048
H -2.0641 -2.2011 -0.5361
O 0.2895 1.2635 2.0715
H -2.9438 -2.3690 3.6957
O -1.8481 3.9980 2.1404
O 2.8140 2.7048 -0.8930
C 2.8481 1.7341 -1.6977
O -0.8498 0.5855 0.0865
C -2.3065 -1.9049 2.9283
C 4.2378 0.1959 -3.2225
C 1.8310 -0.2012 -2.9956
```

Calculated values
LUMO = 3.619 eV
energy relative to the best compared isomer or geometry (same formula, charge and spin) = 0.0 kJ/mol
HOMO-LUMO gap = 0.130 hartree
net charge = -2
max |F| = 0.06088 hartree/bohr

(4)
ORCA calculation (wB97M-V/def2-TZVPD) on C3H8OSi in the gas phase at a distorted geometry.

```
13
Properties=species:S:1:pos:R:3
C 0.3282 0.6482 -0.3105
H 1.3420 -2.3071 1.2917
H 1.6730 1.2257 -1.7875
C 0.7726 1.6086 -1.3539
H 0.8596 0.7140 0.6115
O -0.9934 0.3727 -0.2537
H 0.3786 -3.5117 -0.2595
H 0.8650 2.5412 -0.8918
C -0.1404 -0.6811 -0.6695
H -0.3042 -0.8524 -1.7961
H -0.8390 -2.2668 1.7629
Si 0.0766 -2.2880 0.5824
H -0.1058 1.6546 -2.0244
```

Calculated values
multiplicity = 3
LUMO (alpha / beta) = 0.855 / -4.122 eV
energy relative to the best compared isomer or geometry (same formula, charge and spin) = 448.0 kJ/mol
HOMO-LUMO gap (alpha / beta) = 0.158 / 0.243 hartree
max |F| = 0.08056 hartree/bohr

(5)
ORCA calculation (wB97M-V/def2-TZVPD) on a molecular structure, C6H10NO at a distorted geometry.

```
18
Properties=species:S:1:pos:R:3
H -0.5163 1.9834 3.6581
H 0.5275 0.5622 3.4836
N -0.2451 1.2784 1.7835
C 0.3221 -0.9113 -1.0591
H -0.7607 2.0930 1.3734
H -0.4848 2.5052 -1.4951
C -0.0110 0.4079 -1.2274
H -0.6962 -2.6126 -1.6590
H 0.4784 0.4536 1.1656
C -0.7470 1.4376 -1.3401
C 1.0772 -1.2833 0.0631
H 1.6474 -2.2113 -0.0326
H 0.8370 -2.4526 -2.5223
H -0.7345 -1.5755 -2.9999
C -0.0414 1.3531 3.0545
C -0.0709 -1.8997 -2.1896
H -1.8869 1.3940 -1.0909
O 1.3049 -0.5221 1.0343
```

Calculated values
LUMO = -4.920 eV
energy relative to the best compared isomer or geometry (same formula, charge and spin) = 284.4 kJ/mol
HOMO-LUMO gap = 0.324 hartree
net charge = +1
max |F| = 0.09924 hartree/bohr